Entry 1:
Molecular formula: C6H8N
Method: DFT, ωB97M-V/def2-TZVPD

## Properties
**ΔE to the lowest compared entry with this formula, charge and spin**: 186.51 kcal per mole
**Charge**: +1
**LUMO**: -6.176 eV
**Orbital gap**: 7.78 eV
**Highest occupied orbital energy**: -13.95 eV

Last column: Mulliken charge in e.
Geometry (Å):
C -0.934922 1.385490 -0.232962  -0.5650
C 0.569655 1.047930 0.251660  0.0265
C -0.918548 -0.929450 -0.109272  -0.6102
C -1.862995 0.379632 -0.225147  -0.3119
C 0.479074 -0.498304 0.369050  -0.1782
C 2.108947 0.854612 -0.167249  -0.1480
N 1.778111 -0.628359 -0.346390  -0.0606
H -1.237100 2.344385 0.071312  0.4052
H 0.583953 1.645007 1.149512  0.3400
H -1.323377 -1.610014 0.727090  0.3215
H -0.982449 -1.549291 -1.124935  0.3245
H -2.887594 0.644594 -0.586789  0.3710
H 0.572988 -0.882633 1.417125  0.2696
H 2.528925 -1.205666 0.135824  0.3868
H 1.525325 -0.997929 -1.328822  0.4289

Cartesian forces (eV/Å) of the 6 atoms listed first:
-0.1 -1.0 1.4
-0.6 -0.8 -0.7
-2.7 -2.5 -1.2
4.9 0.6 -1.2
-1.1 0.9 2.7
-2.9 0.4 0.0

=====

Entry 2:
Molecular formula: C6H8N
Method: DFT, ωB97M-V/def2-TZVPD

## Properties
**SMILES**: CC#CC=[N+]=CC
**ΔE to the lowest compared entry with this formula, charge and spin**: 104.83 kcal per mole
**Charge**: +1
**LUMO**: -4.767 eV
**Orbital gap**: 9.69 eV
**Highest occupied orbital energy**: -14.46 eV

Last column: Mulliken charge in e.
Geometry (Å):
C 0.883692 -0.385404 -2.897058  -0.9039
C 1.073789 -0.368394 -1.424181  0.4490
C 1.504797 -0.568400 -0.276974  -0.0564
C 1.453872 -0.860221 1.083364  -0.2549
N 0.304335 -1.040499 1.488104  -0.0059
C -0.953109 -1.114711 1.546433  0.0262
C -1.903294 -0.020204 1.736899  -0.8712
H 1.938126 -0.652172 -3.335487  0.2670
H 0.523020 0.667958 -3.046766  0.2853
H 0.157413 -1.093634 -3.299282  0.3138
H 2.382522 -0.960188 1.617715  0.3879
H -1.339801 -2.030924 1.284136  0.4228
H -1.355615 0.892915 1.352562  0.2932
H -2.143722 0.265620 2.762157  0.3334
H -2.719453 -0.229906 1.142817  0.3138

Cartesian forces (eV/Å) of the 6 atoms listed first:
1.7 1.1 0.6
1.4 -2.0 1.6
-1.1 1.2 -4.0
1.7 0.3 -1.4
-2.8 -0.2 2.2
1.6 1.0 0.3

=====

Entry 3:
Molecular formula: C6H8N
Method: DFT, ωB97M-V/def2-TZVPD

## Properties
**ΔE to the lowest compared entry with this formula, charge and spin**: 151.97 kcal per mole
**Charge**: +1
**LUMO (spin up / spin down)**: -5.500 / -5.501 eV
**Orbital gap (spin up / spin down)**: 8.93 / 8.93 eV
**Highest occupied orbital energy (spin up / spin down)**: -14.43 / -14.43 eV

Last column: Mulliken charge in e.
Geometry (Å):
C -0.769395 -0.301893 0.619526  0.3908
C -0.584275 -1.623851 1.270550  -0.3223
C 1.615950 -1.080192 -0.131169  -0.5423
C 0.521979 -2.358899 1.315546  -0.3763
C 1.291940 0.178983 -0.638956  -0.0526
C -0.538921 1.735816 -0.777540  -0.9106
N -0.079350 0.440767 -0.253108  0.0229
H -1.684086 0.291868 0.738981  0.4069
H -1.344906 -1.928641 2.073561  0.2808
H 2.656808 -1.503310 -0.246775  0.2940
H 0.703210 -3.386276 1.545612  0.3961
H 1.711890 0.622116 -1.492699  0.3483
H -0.984923 2.347652 -0.022122  0.3455
H -1.335883 1.402935 -1.408894  0.4469
H 0.256992 2.132172 -1.320718  0.2718

Cartesian forces (eV/Å) of the 6 atoms listed first:
-0.5 1.7 -1.2
-0.9 0.8 2.1
2.1 -0.9 1.0
1.1 4.5 -4.8
-2.6 -6.2 3.3
-2.0 -1.9 0.6

=====

Entry 4:
Molecular formula: C6H8N
Method: DFT, ωB97M-V/def2-TZVPD

## Properties
**SMILES**: C[C@@H]1C=[N+]=C=CC1
**ΔE to the lowest compared entry with this formula, charge and spin**: 105.93 kcal per mole
**Charge**: +1
**LUMO**: -6.590 eV
**Orbital gap**: 8.45 eV
**Highest occupied orbital energy**: -15.04 eV

Last column: Mulliken charge in e.
Geometry (Å):
C -1.063614 0.558529 -0.683142  -1.5882
C 0.198656 0.536989 0.191977  0.5174
C 1.319709 1.119335 -0.626268  -0.2369
N 2.431733 0.530566 -0.694303  -0.2522
C 2.596754 -0.603743 -0.184502  0.3153
C 1.870269 -1.487595 0.380408  -0.2803
C 0.501049 -0.862668 0.747922  -0.6897
H -1.251896 1.557476 -1.067965  0.4360
H -1.923846 0.263231 -0.086862  0.3920
H -0.969925 -0.124724 -1.523534  0.4380
H 0.049115 1.241589 1.020280  0.3009
H 1.161620 2.052018 -1.156060  0.4225
H 2.063461 -2.503138 0.675049  0.4309
H -0.220783 -1.589494 0.364601  0.4119
H 0.462179 -0.873107 1.839023  0.3823

Cartesian forces (eV/Å) of the 6 atoms listed first:
-0.1 0.0 0.1
0.0 0.0 -0.1
-0.8 1.3 -0.2
1.6 -1.0 -0.2
-1.4 1.5 -0.2
0.7 -1.7 0.6

=====

Entry 5:
Molecular formula: C6H8N
Method: DFT, ωB97M-V/def2-TZVPD

## Properties
**SMILES**: C#C[C@H]1C=C[NH2+]C1
**ΔE to the lowest compared entry with this formula, charge and spin**: 123.89 kcal per mole
**Charge**: +1
**LUMO**: -3.704 eV
**Orbital gap**: 10.59 eV
**Highest occupied orbital energy**: -14.29 eV

Last column: Mulliken charge in e.
Geometry (Å):
C 2.637340 1.102351 1.862181  0.2844
C 1.695399 0.893685 1.198395  -0.9734
C 0.609142 0.407151 0.048734  0.2125
C 0.596846 -0.779962 -0.949081  -0.3120
C -0.605946 -1.186966 -1.373301  -0.4897
N -1.644159 -0.504391 -0.567475  -0.1248
C -0.901037 0.167346 0.561575  -0.6397
H 3.420611 1.662102 2.286161  0.4153
H 0.530970 1.296244 -0.611093  0.2718
H 1.603636 -1.167687 -1.162816  0.4335
H -1.141232 -1.853373 -1.985935  0.5110
H -2.419895 -1.001957 -0.219897  0.3187
H -1.901625 0.236054 -1.320267  0.4064
H -1.085488 -0.446640 1.525815  0.3504
H -1.394562 1.176044 0.707003  0.3357

Cartesian forces (eV/Å) of the 6 atoms listed first:
2.0 1.4 1.3
-5.2 -3.5 -5.2
-1.6 0.7 1.6
1.8 -0.6 0.4
1.0 0.1 2.4
2.1 4.1 -2.0

=====

Entry 6:
Molecular formula: C6H8N
Method: DFT, ωB97M-V/def2-TZVPD

## Properties
**ΔE to the lowest compared entry with this formula, charge and spin**: 196.34 kcal per mole
**Charge**: +1
**LUMO**: -7.983 eV
**Orbital gap**: 4.41 eV
**Highest occupied orbital energy**: -12.39 eV

Last column: Mulliken charge in e.
Geometry (Å):
C -0.606016 1.436512 -0.639477  -0.2758
C -1.401310 -0.164733 0.801631  0.2065
C 3.481718 -1.191021 0.017558  -0.5468
C 2.654653 -0.465760 0.663896  0.3036
C -0.666004 2.458002 -1.298130  -0.1881
C -2.518053 -0.644621 0.045779  -1.1378
N -0.557686 0.786407 0.510971  -0.4438
H -1.185804 -0.543242 1.770009  0.4885
H 4.565563 -0.925449 0.104964  0.3007
H 3.267250 -2.073714 -0.511907  0.3318
H 1.926760 0.197614 1.001362  0.5466
H -0.471350 3.101092 -2.122544  0.4015
H -2.493193 -0.296975 -0.983068  0.3631
H -2.619706 -1.651474 0.246841  0.3339
H -3.376822 -0.022639 0.392113  0.3162

Cartesian forces (eV/Å) of the 6 atoms listed first:
-0.5 2.3 -0.3
2.5 2.1 0.1
0.1 2.2 1.9
1.9 -2.0 -2.0
0.7 -1.1 -0.8
-1.1 3.0 -0.7

=====

Entry 7:
Molecular formula: C6H8N
Method: DFT, ωB97M-V/def2-TZVPD

## Properties
**ΔE to the lowest compared entry with this formula, charge and spin**: 65.68 kcal per mole
**2S+1**: 3
**Charge**: +1
**LUMO (spin up / spin down)**: -2.833 / -6.989 eV
**Orbital gap (spin up / spin down)**: 7.40 / 9.37 eV
**Highest occupied orbital energy (spin up / spin down)**: -10.24 / -16.35 eV

Last column: Mulliken charge in e.
Geometry (Å):
C 1.749646 0.222481 -0.124424  -0.3915
C 1.337190 -1.018320 0.150778  -0.6632
C 0.642756 1.222740 0.101312  -0.7511
C -1.962112 0.179320 0.199397  -0.4267
C -0.139545 -1.119455 0.434862  0.1894
C -0.564453 0.312860 0.479544  0.3972
N -0.965608 -0.549364 -0.624609  -0.1001
H 2.696997 0.475684 -0.614419  0.4365
H 2.069285 -1.851956 -0.065002  0.3737
H 0.930592 2.067865 0.728229  0.3908
H 0.433373 1.751269 -0.821154  0.3260
H -2.541623 -0.553279 0.723284  0.2922
H -2.313603 1.181013 -0.201242  0.2780
H -0.607356 -1.748872 1.217627  0.3761
H -0.765542 -0.571987 -1.584188  0.2727

Cartesian forces (eV/Å) of the 6 atoms listed first:
1.9 8.6 -1.5
-1.9 -10.0 1.5
0.0 0.2 -0.2
-0.7 2.2 -1.0
2.3 -0.1 1.8
3.5 0.7 0.1

=====

Entry 8:
Molecular formula: C6H8N2
Method: DFT, ωB97M-V/def2-TZVPD

## Properties
**SMILES**: C=C1CC=NN2C[C@@H]12
**ΔE to the lowest compared entry with this formula, charge and spin**: 105.51 kcal per mole
**Charge**: 0
**LUMO**: 1.009 eV
**Orbital gap**: 9.88 eV
**Highest occupied orbital energy**: -8.87 eV

Last column: Mulliken charge in e.
Geometry (Å):
C -2.426331 0.306247 -0.120473  -0.8659
C -1.161317 -0.046621 0.086607  0.6167
C -0.572164 -1.469480 -0.027434  -0.7273
C 0.979162 -1.534219 0.023355  0.0783
N 1.768293 -0.558359 -0.017872  -0.5695
N 0.915977 0.593975 -0.530262  -0.1834
C 0.797684 1.915830 -0.034437  -0.2923
C -0.063211 0.818548 0.531857  -0.4480
H -3.233791 -0.288947 -0.540650  0.3027
H -2.753942 1.359411 0.221302  0.2226
H -0.954984 -1.976834 -0.891354  0.3705
H -1.046624 -2.009065 0.853249  0.2560
H 1.411490 -2.537524 0.147624  0.3839
H 0.396157 2.614369 -0.749205  0.2389
H 1.617052 2.158277 0.580110  0.3411
H 0.451812 0.489172 1.459017  0.2759

Cartesian forces (eV/Å) of the 6 atoms listed first:
-0.6 2.0 0.7
-1.0 -0.2 0.1
-0.3 0.4 1.1
-1.5 -1.4 0.4
0.2 2.3 -1.7
0.5 -2.6 -0.1

=====

Entry 9:
Molecular formula: C6H8N2
Method: DFT, ωB97M-V/def2-TZVPD

## Properties
**SMILES**: C=C[C@@]1(C#N)CCN1
**ΔE to the lowest compared entry with this formula, charge and spin**: 149.24 kcal per mole
**Charge**: 0
**LUMO**: 0.195 eV
**Orbital gap**: 10.11 eV
**Highest occupied orbital energy**: -9.92 eV

Last column: Mulliken charge in e.
Geometry (Å):
C -0.598140 -2.446125 -0.048655  -0.4989
C -0.721153 -1.326296 -0.985792  -0.4554
C -0.226672 0.143711 -0.591553  0.7240
C -1.149761 1.460424 -0.602165  0.2446
N -1.912261 2.429176 -0.312103  -0.5449
C 0.025362 0.284094 1.058621  -0.9757
C 1.119278 1.387185 0.652765  -0.3742
N 1.138882 0.590831 -0.675978  -0.4643
H -0.827416 -2.316863 1.151923  0.2704
H -0.361582 -3.463510 -0.655964  0.2230
H -0.533565 -1.724985 -2.132874  0.2023
H 0.381250 -0.686413 1.156834  0.5264
H -0.607608 0.674698 1.874302  0.2600
H 2.093420 1.408559 1.219873  0.2546
H 0.844590 2.444172 0.553103  0.3054
H 1.335376 1.141341 -1.662337  0.3030

Cartesian forces (eV/Å) of the 6 atoms listed first:
-1.0 2.5 -2.4
3.2 -3.1 0.4
-3.0 1.9 3.8
-6.0 5.0 1.3
6.1 -7.4 -2.5
0.3 3.0 -1.1

=====

Entry 10:
Molecular formula: C6H8N2
Method: DFT, ωB97M-V/def2-TZVPD

## Properties
**SMILES**: C#CC(=C)/N=C(/C)N
**ΔE to the lowest compared entry with this formula, charge and spin**: 73.62 kcal per mole
**Charge**: 0
**LUMO**: 0.754 eV
**Orbital gap**: 8.51 eV
**Highest occupied orbital energy**: -7.76 eV

Last column: Mulliken charge in e.
Geometry (Å):
C -1.160276 2.282029 0.032540  0.1003
C -0.672590 1.299930 0.530329  -0.3572
C -0.011617 0.264416 1.368275  0.4189
C -0.299441 0.111950 2.664958  -1.1466
N 0.848999 -0.479266 0.639870  -0.5152
C 0.414984 -0.678156 -0.597232  0.5270
C 1.472880 -0.567933 -1.675122  -1.1879
N -0.751669 -1.312605 -0.951034  -0.3622
H -1.705173 3.088996 -0.402197  0.4488
H -0.905246 0.832838 3.202644  0.2866
H 0.133149 -0.714392 3.223716  0.3017
H 1.009431 -0.248443 -2.613511  0.3871
H 2.225369 0.165736 -1.373109  0.2737
H 1.953519 -1.536902 -1.819373  0.2933
H -1.026739 -1.288757 -1.924830  0.2361
H -1.525579 -1.219439 -0.305924  0.2956

Cartesian forces (eV/Å) of the 6 atoms listed first:
-0.2 -0.4 -0.1
0.1 0.6 1.8
-2.0 0.6 0.4
0.0 0.2 0.4
-0.3 0.2 -3.0
2.5 -2.3 0.6

=====

> Among the records above, which one has the lowest ΔE to the lowest compared entry with this formula, charge and spin?

number 7